Entry 1:
An isolated ion of composition C5H10N3S and charge +1, computed with wB97M-V/def2-TZVPD.

Values from the calculation:
* lowest unoccupied orbital energy (spin up / spin down): -5.9284 / -5.1499 eV
* E_HOMO (spin up / spin down): -11.65 / -13.16 eV
* ΔE to the lowest compared entry with this formula, charge and spin: 138.2 kcal/mol
* HOMO-LUMO gap (spin up / spin down): 5.72 / 8.01 eV

ORCA input file:
```
! wB97M-V def2-TZVPD RIJCOSX def2/J DEFGRID3
* xyz 1 1
C -0.24809 -0.14680 0.92588
C -0.85470 0.74003 -1.18911
C -0.36206 -0.82044 2.20539
C 2.78201 0.73475 -1.67143
C -2.39339 -0.75552 -0.03811
N 0.39627 1.05276 -1.64452
N 1.47244 0.42571 -1.30533
N -1.08315 -0.03834 -0.03469
S -2.07512 1.57936 -1.78038
H -1.44731 -0.45082 2.48721
H 0.31653 -0.57207 2.95200
H -0.34981 -1.95601 2.09495
H 2.81541 0.51815 -2.66912
H 2.96337 1.87726 -1.69591
H 3.59076 0.19222 -1.01775
H -2.52616 -1.17158 0.98067
H -2.24349 -1.57976 -0.71915
H -3.12474 -0.10772 -0.42952
H 0.46623 2.02751 -2.19834
*
```

Löwdin population analysis, charges in e, atoms 1 to 2: 0.10, -0.79



Entry 2:
One molecule with the formula CH3Cl2NOS, computed with wB97M-V/def2-TZVPD.

Values from the calculation:
* lowest unoccupied orbital energy: 0.0699 eV
* E_HOMO: -9.98 eV
* ΔE to the lowest compared entry with this formula, charge and spin: 3.6 kcal/mol
* HOMO-LUMO gap: 10.05 eV

ORCA input file:
```
! wB97M-V def2-TZVPD RIJCOSX def2/J DEFGRID3
* xyz 0 1
C 0.94138 0.63638 0.25959
N -1.31829 -0.05059 -0.90152
O 0.10782 -1.82277 0.63016
S 0.33424 -0.90194 -0.50676
Cl 2.76647 0.40623 0.28691
Cl -2.06780 0.25783 0.59006
H 0.68049 1.43267 -0.29540
H 0.49557 0.77681 1.36002
H -1.93988 -0.73462 -1.42305
*
```

Löwdin population analysis, charges in e, atoms 1 to 2: -0.75, -0.68



Entry 3:
C3H9N3S as an isolated structure, computed with wB97M-V/def2-TZVPD.

Values from the calculation:
* lowest unoccupied orbital energy: 0.4761 eV
* E_HOMO: -8.64 eV
* ΔE to the lowest compared entry with this formula, charge and spin: 145.8 kcal/mol
* HOMO-LUMO gap: 9.12 eV

ORCA input file:
```
! wB97M-V def2-TZVPD RIJCOSX def2/J DEFGRID3
* xyz 0 1
C 2.21445 -0.33592 -0.12229
C -0.17663 -0.08434 0.17300
C -2.03027 -1.41116 -0.00760
H 1.99514 0.49398 -0.95979
H 2.50972 -0.00764 0.93756
H 2.99575 -1.03325 -0.54621
H 1.46741 1.25922 0.38443
H -1.26457 2.07962 -0.75828
H -0.83994 2.23079 1.29924
H -1.36850 -1.96956 -0.59214
H -2.14093 -1.78904 1.03484
H -2.99045 -1.36899 -0.69373
N 0.52873 1.09143 -0.13562
N -0.31691 2.33383 0.03190
N -1.41026 -0.05796 -0.12946
S 0.82726 -1.43100 0.08415
*
```

Löwdin population analysis, charges in e, atoms 1 to 2: -0.46, -0.81



Entry 4:
C25H35N2OP2RuSi as an isolated structure, computed with wB97M-V/def2-TZVPD.

Values from the calculation:
* lowest unoccupied orbital energy (spin up / spin down): -9.3442 / -11.1872 eV
* E_HOMO (spin up / spin down): -16.53 / -17.13 eV
* ΔE to the lowest compared entry with this formula, charge and spin: 8.5 kcal/mol
* HOMO-LUMO gap (spin up / spin down): 7.18 / 5.95 eV
* expectation value of S²: 6.017

ORCA input file:
```
! wB97M-V def2-TZVPD RIJCOSX def2/J DEFGRID3
* xyz 3 5
Ru 0.38649 -0.53959 0.58359
C -1.55536 0.22739 3.28340
P -1.79250 -0.48273 1.62255
C -3.22866 0.37818 0.96430
C -2.35357 -2.22355 1.84145
C -1.29357 -3.32399 1.67652
P 0.42552 -2.72739 1.72514
C 0.89408 -2.55914 3.46727
C 1.45248 -4.06030 1.07357
H -2.28825 -0.19453 3.97338
H -1.72358 1.30392 3.22627
H -0.55637 0.04726 3.67686
H -3.49840 -0.01911 -0.01386
H -3.01530 1.44049 0.86824
H -4.06568 0.24268 1.65382
H -3.15052 -2.37324 1.11104
H -2.83239 -2.27653 2.82129
H -1.41017 -3.82083 0.71052
H -1.41515 -4.10281 2.43303
H 1.04496 -3.55805 3.88217
H 0.10618 -2.06803 4.03668
H 1.81913 -1.99347 3.57330
H 1.19723 -4.98090 1.60418
H 2.50702 -3.84052 1.23994
H 1.28005 -4.20115 0.00909
N 3.76204 0.55672 2.72712
C 2.50034 0.95490 2.60304
N 1.99752 1.87053 3.42640
O 1.77006 0.45284 1.68205
H 4.39059 0.94273 3.41457
H 4.12457 -0.11922 2.07606
H 2.55230 2.32355 4.13622
H 1.07645 2.23211 3.24791
C 2.48975 -2.67478 -2.67822
C 1.13245 -2.88268 -2.44868
C 0.36578 -1.86509 -1.90739
C 0.95649 -0.61347 -1.59859
C 2.34390 -0.43562 -1.81641
C 3.09594 -1.46299 -2.35500
Si -0.11395 0.94268 -1.42477
C 0.76832 2.52483 -1.46770
C 1.83674 2.90403 -0.63557
C 2.49128 4.10325 -0.83426
C 2.10025 4.94477 -1.87293
C 1.05275 4.58931 -2.70900
C 0.37778 3.39653 -2.50404
C -1.79048 0.93805 -2.09678
C -2.38430 -0.08306 -2.86195
C -3.67242 0.05676 -3.34521
C -4.39422 1.21702 -3.08047
C -3.82496 2.24709 -2.33990
C -2.53479 2.11430 -1.86133
H 3.08090 -3.46402 -3.12579
H 0.67386 -3.82344 -2.72519
H -0.69950 -2.01759 -1.76246
H 2.80325 0.52161 -1.60278
H 4.15047 -1.31991 -2.55020
H 2.15573 2.25334 0.16743
H 3.31036 4.39363 -0.19000
H 2.61754 5.88211 -2.02997
H 0.75849 5.24489 -3.51728
H -0.44090 3.13674 -3.16378
H -1.82878 -0.97410 -3.12738
H -4.11317 -0.72351 -3.95094
H -5.39591 1.32866 -3.47465
H -4.38399 3.15497 -2.15666
H -2.09220 2.93748 -1.30927
*
```

Löwdin population analysis, charges in e, atoms 1 to 2: 0.94, -0.23



Entry 5:
C4H9N as an isolated structure, computed with wB97M-V/def2-TZVPD.

Values from the calculation:
* lowest unoccupied orbital energy (spin up / spin down): -5.3192 / -8.2047 eV
* E_HOMO (spin up / spin down): -16.11 / -16.55 eV
* ΔE to the lowest compared entry with this formula, charge and spin: 104.7 kcal/mol
* HOMO-LUMO gap (spin up / spin down): 10.79 / 8.35 eV
* expectation value of S²: 0.765

ORCA input file:
```
! wB97M-V def2-TZVPD RIJCOSX def2/J DEFGRID3
* xyz 1 2
C 0.70897 -0.70262 1.39648
C 1.00189 0.25690 0.42493
C 1.84870 0.27290 -0.73122
C -2.24689 -0.44523 -0.45860
N 0.65037 1.44618 0.08285
H 0.00172 -0.54636 2.19904
H -2.42818 -1.02250 0.44831
H 1.32940 -1.57090 1.28918
H 1.48252 0.05640 -1.71789
H 2.75569 0.83984 -0.72498
H -1.56411 -1.05670 -1.05955
H -1.73443 0.46954 -0.17013
H -3.13679 -0.20664 -1.02766
H 1.33114 2.20920 0.04925
*
```

Löwdin population analysis, charges in e, atoms 1 to 2: 0.28, -0.41



Q: Number 2 is which compound?
A: CH3Cl2NOS



Q: Which value of ΔE to the lowest compared entry with this formula, charge and spin does entry 5 give?
A: 104.7 kcal/mol



Q: Which value of ΔE to the lowest compared entry with this formula, charge and spin does entry 3 give?
A: 145.8 kcal/mol